The following is a quantum chemistry calculation of a cluster of 7 separate species, C28H77N7O7 in total, from the OMol25 dataset.

Last column: Mulliken charge in e.
Atoms and positions in Å:
C  1.559695  2.750700  3.359674  -1.1586
C  0.227931  2.997828  2.655483  1.0425
C  -0.852900  2.185666  3.319613  -0.9568
O  -1.064867  2.629662  4.639044  -0.3474
C  -2.296758  2.178944  5.184689  -0.7946
N  -0.174480  4.402515  2.695674  -0.7761
H  1.942471  1.751300  3.101122  -0.4648
H  1.495344  2.762094  4.444488  0.7817
H  2.327977  3.422752  2.969138  0.1911
H  0.263541  2.645965  1.621285  -0.0121
H  -0.708339  1.095023  3.275319  0.3933
H  -1.818955  2.283286  2.786568  0.3094
H  -2.398553  1.097955  5.038546  0.3184
H  -3.136530  2.678751  4.690561  0.2916
H  -2.249870  2.421444  6.241405  0.2488
H  0.587813  5.013736  2.431326  0.2980
H  -0.414995  4.638184  3.652447  0.3161
C  1.923618  -4.106381  0.928322  -1.0963
C  2.214438  -3.447583  2.258487  0.3185
C  3.450885  -2.559411  2.233339  0.0145
O  4.652486  -3.183307  1.869798  -0.4070
C  4.969345  -4.369962  2.556940  -0.6937
N  1.064533  -2.715057  2.808821  -0.5171
H  0.871990  -4.428208  0.911918  0.3536
H  2.492238  -5.006039  0.716739  0.3625
H  1.968416  -3.356238  0.135099  -0.0143
H  2.484764  -4.209022  3.014110  0.4819
H  3.513260  -2.034643  3.203137  0.2820
H  3.276816  -1.760632  1.503155  -0.2884
H  6.011784  -4.581706  2.319138  0.2996
H  4.323947  -5.211090  2.301027  0.2351
H  4.959209  -4.244895  3.651201  0.2940
H  0.330582  -3.404047  2.930176  0.2514
H  1.253143  -2.332558  3.727042  0.2315
C  -6.026508  1.008220  2.463060  -1.4426
C  -6.305947  0.960123  0.972481  0.3754
C  -5.266488  1.583986  0.087007  -0.6969
O  -3.999066  1.024834  0.352980  -0.2019
C  -2.946186  1.799626  -0.165878  -0.5315
N  -6.632157  -0.414692  0.570903  -0.6579
H  -6.076818  2.044215  2.816958  0.3724
H  -4.993106  0.741650  2.713759  0.1769
H  -6.694323  0.350967  3.007454  0.4240
H  -7.246441  1.504697  0.835667  0.3932
H  -5.227781  2.675867  0.232122  0.4342
H  -5.549317  1.409017  -0.962010  0.2443
H  -2.982313  1.793937  -1.267857  0.3561
H  -2.038188  1.304253  0.173726  -0.1696
H  -2.991602  2.860768  0.104095  0.4970
H  -7.198852  -0.430316  -0.263571  0.2430
H  -5.821981  -1.007620  0.477616  0.1317
C  -3.832657  -4.649655  -1.135310  -1.7310
C  -3.046637  -3.363577  -0.998905  0.7143
C  -3.153644  -2.456538  -2.198748  -0.7786
O  -2.137593  -1.488865  -2.054286  -0.1303
C  -2.083671  -0.472302  -3.025835  -0.7243
N  -3.415821  -2.700520  0.259220  -0.6117
H  -4.910928  -4.515570  -1.251385  0.3505
H  -3.656331  -5.295883  -0.276536  0.3865
H  -3.486820  -5.220476  -2.003941  0.4336
H  -2.002204  -3.672725  -0.891767  0.0695
H  -4.144420  -1.985990  -2.262643  0.3372
H  -2.965403  -3.009759  -3.133539  0.3263
H  -1.369105  0.276946  -2.683916  0.1041
H  -3.037645  0.045654  -3.174006  0.2916
H  -1.725096  -0.876532  -3.980227  0.2416
H  -2.944275  -1.798326  0.297168  0.2411
H  -4.402887  -2.464182  0.266788  0.3010
C  0.654216  -2.031407  -6.702888  -1.1273
C  0.325952  -0.777685  -7.530970  0.2234
C  0.051335  -1.180505  -8.966724  -0.6774
O  -0.004089  0.041945  -9.735232  -0.2968
C  0.063557  -0.175053  -11.122211  -0.7402
N  -0.815108  -0.117077  -6.887577  -0.5221
H  1.169418  -2.807685  -7.278276  0.3853
H  -0.278700  -2.435154  -6.304240  0.2832
H  1.313219  -1.878067  -5.847245  0.1341
H  1.177892  -0.103523  -7.442277  0.3617
H  -0.955784  -1.608781  -9.029320  0.2598
H  0.839229  -1.807435  -9.383850  0.4567
H  0.664469  0.608442  -11.588951  0.2414
H  -0.940504  -0.048901  -11.555896  0.2497
H  0.440581  -1.144641  -11.453006  0.3191
H  -1.680556  -0.571197  -7.155144  0.2391
H  -0.861004  0.852389  -7.174307  0.2477
C  5.170421  5.174950  5.256307  -1.4914
C  4.053298  4.187967  5.413587  0.7734
C  4.302828  2.897691  4.675233  -0.7763
O  3.286563  1.983331  5.009795  -0.3416
C  3.326469  0.830274  4.227905  -1.1525
N  3.615947  4.081413  6.821264  -0.7653
H  6.085971  4.838150  5.766645  0.3663
H  4.897285  6.164984  5.604211  0.3434
H  5.556264  5.205095  4.229898  0.3625
H  3.158137  4.631686  4.949730  0.0678
H  5.261549  2.491743  5.053892  0.5498
H  4.363453  3.057039  3.595139  0.2872
H  4.243957  0.245609  4.374111  0.4112
H  3.175415  1.016332  3.153264  0.7542
H  2.476604  0.187557  4.474104  0.3792
H  4.383248  3.657284  7.346798  0.2879
H  2.910191  3.345449  6.802545  0.3607
C  2.097877  0.691583  0.160444  -1.0798
C  1.129505  0.031724  -0.799040  0.9623
C  1.848310  -0.937969  -1.733260  -0.4359
O  2.650490  -0.283399  -2.708313  -0.4446
C  1.951202  0.474313  -3.661437  -0.3531
N  -0.027122  -0.509001  -0.096194  0.1290
H  1.687496  1.601309  0.609345  -0.0461
H  3.060275  0.963542  -0.274501  0.4652
H  2.292394  0.035157  1.016796  -0.1906
H  0.719111  0.816277  -1.443230  0.1883
H  1.134102  -1.614297  -2.230611  0.3649
H  2.563002  -1.584477  -1.215631  0.0416
H  2.049066  0.066848  -4.674137  0.0813
H  2.379751  1.480831  -3.691769  0.3150
H  0.878910  0.561381  -3.473872  0.0617
H  0.164829  -1.422053  0.318479  0.0172
H  -0.748732  -0.750220  -0.774807  -0.0877

Atoms 1-2, force components in eV/Å:
C -0.65 -0.59 -1.18
C 0.29 0.07 0.61

Calculated values
LUMO in eV: 0.679
Spin multiplicity: 1
Orbital gap in eV: 9.3903
Energy relative to the best compared isomer or geometry (same formula, charge and spin) in eV: 2.074
SMILES: COC[C@H](C)N.COC[C@H](C)N.COC[C@H](C)N.COC[C@H](C)N.COC[C@H](C)N.COC[C@H](C)N.COC[C@H](C)N
E_tot in a.u.: -2022.7952



The following is a quantum chemistry calculation of a cluster of 2 separate species, C2H2INO2 in total, from the OMol25 dataset.

Last column: Mulliken charge in e.
Atoms and positions in Å:
C  -1.245011  1.041785  -0.050166  -0.2829
C  0.024255  0.815560  0.054691  -0.2738
N  0.900404  -1.497227  -0.003573  0.5883
O  0.010038  -2.310501  -0.103717  -0.4446
O  2.070052  -1.641678  -0.017265  -0.3987
I  1.848671  1.642423  -0.024258  0.2464
H  -1.766337  1.958441  0.021943  0.3839
H  -1.842072  -0.008801  0.122347  0.1813

Atoms 1-2, force components in eV/Å:
C -0.97 -4.16 1.27
C 1.16 -0.69 -0.42

Calculated values
LUMO (alpha / beta) in eV: -0.931 / -1.366
Spin multiplicity: 1
Orbital gap (alpha / beta) in eV: 8.8550 / 7.3397
Energy relative to the best compared isomer or geometry (same formula, charge and spin) in eV: 6.704
E_tot in a.u.: -580.1030



The following is a quantum chemistry calculation of the molecule C4H5NO2, from the OMol25 dataset.

Last column: Mulliken charge in e.
Atoms and positions in Å:
O  -1.605512  -0.731861  2.272165  -0.4680
C  -1.242845  -0.302358  1.203936  -0.1274
C  0.157787  -0.478664  0.727079  0.0485
C  0.157879  -0.932007  -0.765574  -0.5080
N  0.814244  0.226164  -0.316935  -0.0436
C  0.889497  1.514985  -0.771253  0.1317
O  0.859783  1.823790  -1.938109  -0.5174
H  -1.950511  0.097627  0.451125  0.3066
H  0.834757  -0.849214  1.502744  0.3581
H  -0.706052  -0.749225  -1.422907  0.2610
H  0.713562  -1.832211  -1.004320  0.2242
H  1.077411  2.212975  0.062049  0.3342

Atoms 1-2, force components in eV/Å:
O 0.13 0.36 -0.50
C -0.09 -0.01 0.21

Calculated values
LUMO in eV: 0.619
Spin multiplicity: 1
Orbital gap in eV: 10.7279
Energy relative to the best compared isomer or geometry (same formula, charge and spin) in eV: 2.236
SMILES: O=C[C@H]1CN1C=O
E_tot in a.u.: -360.5872



The following is a quantum chemistry calculation of a cluster of 2 separate species, C4H11NO2 in total, from the OMol25 dataset.

Last column: Mulliken charge in e.
Atoms and positions in Å:
C  -1.370361  -1.783400  -1.096446  -1.2765
C  -0.566524  -0.811673  -0.290421  -0.1596
N  0.029543  0.282226  -1.065760  -0.3678
C  0.302553  1.497284  -0.324318  -0.1949
C  1.676486  2.027306  -0.480064  -0.0508
O  2.045393  2.994467  0.142734  -0.5082
H  -2.135833  -1.248785  -1.705202  0.3289
H  -1.771438  -2.612179  -0.541043  0.3544
H  -0.838537  -2.062656  -2.011893  0.3553
H  0.315699  -1.376562  0.063760  0.2172
H  -0.980248  -0.468116  0.659352  0.2685
H  -0.553554  0.489008  -1.857955  0.2334
H  -0.458729  2.299334  -0.350507  0.3251
H  0.142162  1.282524  0.742454  0.1149
H  2.306257  1.471196  -1.169990  0.3575
H  0.512237  -1.466075  3.154249  0.2841
H  0.880554  0.069045  3.344139  0.2952
O  0.464342  -0.582943  2.786912  -0.5767

Atoms 1-2, force components in eV/Å:
C -0.70 1.61 -2.25
C 2.19 -0.60 0.85

Calculated values
LUMO in eV: 0.646
Spin multiplicity: 1
Orbital gap in eV: 9.5859
Energy relative to the best compared isomer or geometry (same formula, charge and spin) in eV: 2.097
SMILES: CCNCC=O.O
E_tot in a.u.: -364.1911



The following is a quantum chemistry calculation of the molecule C4H6N2O, from the OMol25 dataset.

Last column: Mulliken charge in e.
Atoms and positions in Å:
C  -2.299852  0.460039  0.086368  -0.9905
C  -0.964395  -0.176200  0.249069  -0.1024
O  0.074195  0.543885  -0.054496  -0.3317
C  1.329598  0.136319  0.015118  0.3195
N  1.501235  -1.241969  0.196890  -0.5687
C  2.318094  1.070196  -0.343045  0.2965
N  3.226540  1.766102  -0.573657  -0.4551
H  -2.209214  1.273346  -0.643849  0.2772
H  -3.030811  -0.269955  -0.291065  0.3007
H  -2.670104  0.876871  1.038033  0.2486
H  1.003763  -1.754196  -0.553451  0.2387
H  -0.754125  -1.146437  0.686193  0.5054
H  2.475073  -1.538004  0.187888  0.2617

Atoms 1-2, force components in eV/Å:
C 0.17 -0.02 0.00
C -0.74 -1.00 0.04

Calculated values
LUMO (alpha / beta) in eV: 0.147 / 0.618
Spin multiplicity: 1
Orbital gap (alpha / beta) in eV: 7.5548 / 8.0629
Energy relative to the best compared isomer or geometry (same formula, charge and spin) in eV: 3.913
E_tot in a.u.: -340.6511